(1)
The following is a quantum chemistry calculation of the molecule CH3BrO at a distorted geometry, from the Open Molecules 2025 dataset.

As for the HOMO energy: -9.4803 eV. The structure (SMILES) is COBr.

Bonds (Å) are listed after each position.
Geometry (Å):
1 C 0.03 0.23 0.53  O2 1.629, H4 1.118, H5 1.003, H6 1.031
2 O 0.47 0.04 -1.03  C1 1.629, Br3 1.740
3 Br -0.63 -0.81 -2.07  O2 1.740
4 H 1.01 0.28 1.06  C1 1.118
5 H -0.21 -0.71 0.81  C1 1.003
6 H -0.67 0.97 0.70  C1 1.031

(2)
The following is a quantum chemistry calculation of a 2-piece molecular cluster, CH3BrOS overall at a distorted geometry, from the Open Molecules 2025 dataset.

As for the HOMO energy (alpha / beta): -10.1889 / -10.1892 eV.

Bonds (Å) are listed after each position.
Geometry (Å):
1 C -0.58 0.32 0.02  S3 1.805, H5 1.050, H7 1.142
2 O 1.93 0.16 -0.39  S3 1.432
3 S 0.81 -0.73 -0.45  C1 1.805, O2 1.432, Br4 2.304
4 Br 0.86 -2.03 1.46  S3 2.304
5 H -1.21 0.25 0.85  C1 1.050
6 H -1.73 0.67 -1.64  no bonds
7 H -0.09 1.35 0.15  C1 1.142

(3)
The following is a quantum chemistry calculation of the molecule CH3BrOS at a distorted geometry, from the Open Molecules 2025 dataset.

As for the HOMO energy (alpha / beta): -10.0008 / -10.0012 eV.

Bonds (Å) are listed after each position.
Geometry (Å):
1 C 0.32 -0.05 -0.14  S3 1.900, H5 1.082, H6 1.129, H7 1.196
2 O 1.62 2.41 0.55  S3 1.441
3 S 1.54 1.37 -0.44  C1 1.900, O2 1.441, Br4 2.623
4 Br 3.41 -0.39 0.06  S3 2.623
5 H -0.55 0.35 -0.65  C1 1.082
6 H 0.08 -0.17 0.96  C1 1.129
7 H 0.64 -1.07 -0.68  C1 1.196

(4)
The following is a quantum chemistry calculation of a 2-piece molecular cluster, CH3BrP2 overall, from the Open Molecules 2025 dataset.

As for the HOMO energy (alpha / beta): -8.3456 / -9.3068 eV. The multiplicity is 3.

Bonds (Å) are listed after each position.
Geometry (Å):
1 C -0.77 0.83 -0.85  P2 1.646, P3 1.858, H5 1.089
2 P -1.07 2.40 -0.48  C1 1.646
3 P 0.04 -0.38 0.32  C1 1.858, H6 1.401, H7 1.395
4 Br 1.08 -2.88 2.42  no bonds
5 H -1.16 0.31 -1.72  C1 1.089
6 H 0.99 -0.81 -0.61  P3 1.401
7 H 0.90 0.54 0.92  P3 1.395

The records above give, respectively, relative energy (zero: lowest compared OMol25 entry of this formula, charge and spin) values of 221.4 382.7 70.3 0.0 kJ/mol.